96
Properties=species:S:1:pos:R:3:forces:R:3 method="wB97M-V/def2-TZVPD" multiplicity=1 relative_energy_kj_mol=433.1 gap_ev=8.86 homo_energy_ev=-9.846
O 9.452 14.485 -9.038 -0.0800 0.8667 -0.4590
H 8.537 14.569 -8.770 -0.3245 0.1600 0.1075
H 9.943 14.485 -8.217 0.3546 -0.0934 0.5491
O 5.260 20.490 -10.951 -0.5292 0.1389 -0.0759
H 4.887 19.889 -11.596 -0.1680 0.0088 -0.2201
H 6.037 20.038 -10.622 0.4318 -0.1459 0.0507
O 14.920 18.428 -7.453 -0.3447 -0.1896 0.3943
H 15.689 18.260 -6.909 0.1965 -0.1948 0.0706
H 15.113 19.255 -7.893 0.1295 0.4544 -0.5375
O 10.226 12.056 -9.451 -0.0289 -1.1323 -0.4805
H 10.185 11.867 -8.514 0.1471 -0.0264 0.1240
H 10.083 13.001 -9.512 0.0262 0.1311 0.1036
O 7.020 16.039 -8.473 0.1632 -0.4397 0.0901
H 6.157 15.634 -8.381 -0.3689 -0.1780 0.0739
H 6.883 16.954 -8.226 -0.0010 0.6331 0.3483
O 13.100 21.907 -11.299 0.3537 0.3007 1.1555
H 13.399 21.720 -12.189 -0.0468 0.0012 -0.5115
H 12.294 21.400 -11.205 -0.5726 0.1266 -0.3262
O 5.308 17.706 -5.053 -0.1695 -0.3233 0.1205
H 6.127 17.884 -5.515 0.2960 0.1241 -0.2616
H 4.904 18.567 -4.940 -0.1228 0.2077 0.0100
O 11.139 17.439 -14.318 -0.0435 0.7859 -0.5022
H 11.435 17.642 -13.431 0.5162 -0.0795 0.7951
H 10.967 18.292 -14.715 0.0479 0.2797 -0.2953
O 8.404 18.260 -13.049 0.1710 0.3907 -0.0161
H 8.965 17.877 -13.724 0.2909 -0.3631 -0.2966
H 8.080 17.509 -12.552 -0.2403 -0.3632 0.5201
O 9.641 18.004 -9.138 -0.5310 0.3739 0.1281
H 10.289 18.001 -9.842 0.3226 -0.0703 -0.3081
H 10.087 17.593 -8.398 0.1641 -0.2633 0.2677
O 9.219 14.499 -12.137 0.3227 -0.1043 -0.0331
H 9.168 13.898 -11.394 0.0570 -0.3959 0.0673
H 8.541 15.153 -11.964 -0.5723 0.0776 0.1628
O 15.368 16.485 -10.739 0.2555 0.3485 -0.1305
H 14.425 16.414 -10.592 -0.4302 -0.1607 0.2105
H 15.654 15.586 -10.901 0.0615 -0.2532 -0.0698
O 12.859 17.750 -9.360 -0.4639 0.6940 -0.6622
H 12.639 16.988 -8.824 -0.0518 -0.8160 0.2095
H 13.623 18.134 -8.929 0.5419 0.1947 0.1143
O 11.816 15.160 -11.128 0.5292 0.0780 0.5729
H 10.887 15.098 -10.907 -0.3423 -0.2189 -0.0982
H 11.855 15.829 -11.811 0.1064 0.1121 -0.2731
O 12.496 16.066 -7.264 0.1630 -0.3693 -0.3757
H 11.658 16.480 -7.060 -0.5130 0.1280 0.5681
H 13.152 16.657 -6.896 0.4295 0.1999 0.2343
O 7.388 18.849 -7.263 -0.6383 -0.7863 0.0360
H 8.162 18.603 -7.769 0.4159 0.0602 -0.2594
H 7.680 19.579 -6.717 0.1050 0.3020 -0.1567
O 14.813 20.228 -9.896 0.3565 -0.7069 0.8462
H 15.123 20.235 -10.802 0.0698 0.0630 -0.1302
H 13.941 20.620 -9.939 -0.1581 0.5570 -0.3968
O 9.875 13.757 -6.212 0.3165 0.0085 -0.4575
H 8.958 13.526 -6.064 -0.3268 -0.0969 0.2737
H 10.168 14.126 -5.379 0.0004 0.0530 0.3051
O 7.371 16.152 -11.171 -0.1357 0.4128 -0.8484
H 6.481 16.504 -11.166 -0.2826 -0.0179 -0.0703
H 7.603 16.075 -10.245 0.1367 0.1106 0.7125
O 7.961 20.750 -14.005 0.2764 0.8159 -0.1554
H 8.039 19.874 -13.625 -0.1974 -0.7022 0.3957
H 7.641 20.598 -14.894 -0.1041 0.0795 -0.1982
O 7.955 19.454 -3.945 -0.2340 -0.4163 0.2912
H 8.785 19.559 -3.479 0.2104 0.4149 0.1563
H 7.984 20.113 -4.638 0.0988 0.0404 -0.1866
O 13.396 20.853 -13.728 0.2207 -0.1057 -0.3058
H 13.041 20.996 -14.606 -0.0124 0.2036 -0.2600
H 13.069 19.990 -13.474 -0.1062 -0.4152 0.2220
O 9.256 20.614 -6.203 0.0933 -0.0515 0.2992
H 10.089 20.613 -6.673 0.2482 -0.0048 -0.3078
H 9.103 21.533 -5.985 -0.0856 0.4741 -0.0923
O 12.422 13.170 -7.505 0.2364 -0.3960 -0.0906
H 11.743 12.971 -6.860 -0.1992 -0.0572 0.1143
H 12.554 14.115 -7.430 0.1026 0.4167 -0.0043
O 7.708 15.145 -4.743 -0.0685 -0.4409 -0.2779
H 8.331 15.777 -4.385 0.0103 -0.0184 0.5374
H 7.658 15.357 -5.675 -0.2213 0.1590 -0.3737
O 9.758 15.292 -14.664 -0.6574 -0.2190 -0.7232
H 10.169 16.151 -14.763 0.2748 -0.1090 -0.0498
H 9.573 15.221 -13.727 0.1564 -0.5652 0.2408
O 12.715 17.714 -12.011 -0.3456 0.4468 -1.4151
H 12.754 17.832 -11.061 -0.0199 -0.0154 1.2193
H 13.628 17.754 -12.295 0.3929 -0.2051 -0.1672
O 7.792 20.286 -10.076 0.1305 -0.1350 -0.1044
H 8.596 19.844 -9.800 0.2737 -0.4503 0.2013
H 8.091 21.110 -10.460 0.1151 0.3102 -0.3782
O 10.270 17.273 -5.986 0.1244 0.0484 -0.6098
H 9.912 16.795 -5.238 -0.0222 -0.2152 0.3825
H 10.190 18.195 -5.742 -0.1106 0.3450 0.0947
O 6.250 21.629 -8.291 -0.1197 0.5412 0.7384
H 5.659 22.182 -8.802 -0.2509 0.0644 -0.0906
H 6.661 21.055 -8.938 0.2483 -0.3866 -0.0747
O 10.426 21.415 -11.922 -0.0427 -0.2586 0.4401
H 10.016 20.750 -12.475 -0.3277 -0.2097 -0.2754
H 10.087 22.246 -12.255 -0.0269 0.2697 -0.1671
O 9.030 16.954 -3.151 0.5155 -0.2732 -0.1787
H 8.551 17.618 -3.647 -0.7570 0.5569 -0.1162
H 9.480 17.445 -2.465 0.1883 -0.1309 0.2999

***

99
Properties=species:S:1:pos:R:3:forces:R:3 method="wB97M-V/def2-TZVPD" multiplicity=1 relative_energy_kj_mol=120.6 gap_ev=10.28 homo_energy_ev=-10.488
O 15.045 13.596 13.685 0.2100 -0.1705 0.4105
H 15.359 14.170 14.393 -0.0135 -0.2337 0.2826
H 15.033 14.206 12.951 -0.1137 0.4171 -1.0272
O 12.209 6.462 8.768 -1.0753 0.7755 0.6108
H 12.064 7.279 9.320 0.2154 -0.5390 -0.1988
H 13.146 6.415 8.675 1.0363 -0.0730 -0.4215
O 10.122 15.875 10.394 0.3967 0.5544 -0.0346
H 9.952 16.500 11.110 -0.1964 -0.4973 0.1595
H 9.382 15.269 10.307 -0.3365 -0.1954 0.1703
O 9.606 12.377 13.458 -0.4485 0.8440 0.1401
H 9.423 11.984 14.324 0.2257 0.0187 -0.1107
H 8.865 13.012 13.314 0.5696 -0.9370 -0.1054
O 11.074 7.644 12.630 1.6284 0.6719 0.7375
H 10.168 7.871 12.817 -0.7767 0.3009 0.0909
H 11.634 8.257 13.192 -1.0002 -0.7147 -0.5340
O 9.781 5.564 8.117 -1.7580 -0.5471 -0.1166
H 9.595 4.823 8.719 0.2800 0.6158 -0.3507
H 10.643 5.900 8.325 1.2852 -0.1185 0.3964
O 7.227 10.412 6.953 0.6357 0.0203 0.5676
H 7.942 11.063 6.800 -0.2673 -0.1335 0.1485
H 6.616 10.500 6.235 -0.4476 0.0908 -0.5407
O 12.538 10.438 7.425 1.5413 0.4456 0.1675
H 11.771 9.862 7.382 -0.7516 -0.3175 0.2973
H 12.597 10.826 8.316 -0.4782 -0.1301 -0.4546
O 8.048 13.038 9.867 -1.3595 2.3346 0.3604
H 8.052 13.647 9.107 0.3504 -0.7887 -0.0741
H 8.631 12.310 9.775 0.9804 -1.2915 -0.5864
O 14.932 7.141 10.934 1.6434 3.6694 -1.5986
H 14.467 6.368 11.047 -1.7505 -2.6780 0.0000
H 14.835 7.514 9.989 0.1460 -0.8583 1.5910
O 14.593 8.375 8.407 1.2397 0.0188 -0.3710
H 13.855 8.985 8.344 -0.4162 0.3840 -0.3431
H 15.317 8.796 7.879 -0.8202 -0.3607 0.7189
O 15.148 9.102 13.131 -0.0019 2.2469 1.5543
H 15.228 8.317 12.642 0.3903 -1.6467 -1.4125
H 15.953 9.649 13.032 -0.5945 -0.5169 -0.2357
O 16.650 11.017 7.701 0.5829 -0.8615 -0.9889
H 16.193 11.580 7.084 -0.3280 0.2492 -0.5813
H 16.404 11.373 8.532 -0.4921 0.5097 1.5131
O 7.520 8.003 8.941 1.8894 -0.8370 -0.4293
H 8.322 7.468 8.667 -1.3557 0.1799 0.7535
H 7.610 8.683 8.265 -0.5552 0.7121 -0.1745
O 16.717 11.456 12.247 2.0165 -0.2182 -0.4241
H 16.250 12.093 12.767 -0.8933 0.8969 0.8953
H 17.663 11.738 12.367 -1.3115 -0.5474 -0.3494
O 9.711 10.623 9.993 0.2087 -0.3343 0.7583
H 10.453 11.192 10.239 0.3603 -0.0008 -0.1588
H 9.652 10.075 10.812 -0.4172 0.2802 -0.5302
O 12.308 14.459 11.535 0.0709 0.5395 -0.6928
H 12.290 13.508 11.371 -0.0362 -0.4974 0.4997
H 11.666 14.832 10.908 -0.0897 0.1543 0.2999
O 9.703 11.731 6.569 -0.8886 0.3392 -0.9587
H 9.770 10.795 6.334 0.5630 0.1514 0.6843
H 10.193 11.971 7.363 0.3550 -0.4614 0.1692
O 10.073 17.285 8.083 0.3381 -0.4643 0.7748
H 9.614 18.023 7.715 -0.4201 0.9151 -0.2310
H 9.956 17.300 9.060 0.1389 -0.2510 -0.9372
O 11.099 11.573 15.827 0.4181 1.6056 0.3458
H 11.571 12.407 15.492 -0.5302 -0.9634 0.2842
H 10.835 11.834 16.731 0.2087 -0.4586 -0.5748
O 11.406 12.853 8.516 0.0778 0.3758 0.3540
H 11.963 13.551 8.136 0.0106 -0.2035 -0.0559
H 11.607 12.938 9.457 -0.0795 -0.1686 -0.0039
O 12.488 9.990 13.929 0.4514 -0.5424 -0.3913
H 12.095 10.516 14.645 0.3015 -0.3400 0.2572
H 13.405 9.680 14.130 -0.8018 0.5949 -0.1749
O 8.614 15.024 7.407 0.1910 0.5598 -0.1688
H 9.052 15.902 7.549 -0.1480 -0.8743 -0.0902
H 8.836 14.762 6.500 -0.0915 -0.0342 0.4923
O 12.135 8.640 10.408 0.0196 0.5305 -1.1027
H 13.043 8.622 10.705 0.5878 -0.0495 0.2652
H 11.621 8.397 11.187 -0.4245 -0.4840 0.6482
O 14.925 15.271 11.056 -0.4644 -0.0557 0.0794
H 15.158 15.454 10.142 0.1703 -0.0395 -0.0228
H 13.941 15.208 11.041 0.2965 -0.1732 0.2793
O 14.694 12.265 9.961 -0.3281 0.7236 0.0943
H 14.615 13.241 10.083 0.0673 -0.7044 -0.2565
H 15.314 12.005 10.643 0.5790 -0.3185 0.4207
O 10.176 8.998 7.631 0.0148 0.2415 1.1699
H 10.359 8.039 7.567 -0.1894 0.7046 0.5286
H 10.049 9.324 8.594 0.2538 -0.8851 -1.7354
O 12.156 13.758 14.395 -1.7578 -0.6103 0.4130
H 11.434 13.343 13.853 0.7126 0.6190 0.1813
H 12.978 13.539 13.973 0.7683 -0.1992 -0.5000
O 13.950 14.317 8.416 0.3361 -0.0042 -0.7435
H 14.318 13.753 7.696 -0.4558 0.0519 0.4017
H 13.919 15.185 8.007 -0.1176 0.2272 -0.0079
O 7.002 12.314 12.228 -1.0723 -0.7420 1.1894
H 6.898 12.734 11.363 -0.0931 -0.2877 -0.2131
H 6.162 11.882 12.533 1.0991 0.9284 -0.8567
O 13.934 12.618 6.022 2.0636 2.7386 -0.8154
H 13.535 13.100 5.283 0.0179 -0.4314 0.3136
H 13.393 11.914 6.257 -2.0399 -2.4343 0.7607
O 8.424 8.892 12.025 0.0762 0.3555 0.4090
H 8.041 8.826 11.150 -0.2994 -0.4819 -0.7708
H 7.866 9.559 12.446 0.2378 0.0667 0.0787
O 12.355 11.687 11.558 -1.1532 -0.3520 0.5083
H 13.234 11.656 11.173 0.4242 -0.5539 -0.0755
H 12.200 10.959 12.229 0.7583 0.9536 -0.6946

***

| no. | strongest force on any atom (eV/Å) | LUMO energy (Eh) |
| --- | --- | --- |
| 1 | 1.52 | -0.0363 |
| 2 | 4.33 | -0.0075 |